260
Properties=species:S:1:pos:R:3:forces:R:3:mulliken_spin:R:1 method="wB97M-V/def2-TZVPD" spin_multiplicity=3 e_tot_ha=-11469.81923 orbital_gap_ev="7.2 / 7.2"
Ni -3.539 0.063 -1.544 0.64 0.53 1.04 1.7859
Hg -2.555 -0.209 2.436 -0.16 0.11 -0.46 -0.0198
C -1.444 0.640 -0.410 5.61 -7.88 4.61 0.0003
O -1.414 -0.004 -1.626 -0.90 4.44 1.04 0.0806
O -0.425 0.770 0.463 -2.76 2.27 -4.33 0.0283
O -2.420 -0.016 0.267 -3.24 1.20 -0.57 0.0052
As -4.423 3.079 0.916 0.39 1.54 2.16 -0.0002
F -4.748 4.142 2.401 0.42 -1.68 -2.12 0.0000
F -4.434 4.448 -0.170 0.33 -0.69 0.71 0.0000
F -4.096 2.035 -0.492 0.47 0.00 0.24 0.0079
F -4.365 1.598 2.008 0.15 1.36 -0.98 0.0037
F -6.097 2.844 0.615 0.41 -0.12 0.46 0.0014
F -2.642 3.356 1.265 -1.83 -0.78 -0.53 -0.0001
As -6.204 -1.584 0.793 0.03 -1.08 -0.01 0.0055
F -6.997 -2.678 1.984 1.19 1.33 -1.08 0.0000
F -7.550 -1.815 -0.295 1.11 0.31 0.39 0.0007
F -5.277 -0.520 -0.389 -0.77 -0.29 0.16 -0.0050
F -4.735 -1.367 1.818 -0.90 -0.25 -0.07 0.0024
F -5.321 -2.945 0.074 -0.69 0.74 0.38 0.0001
F -6.898 -0.159 1.453 0.28 -0.62 -0.06 0.0006
C 5.777 -1.449 -1.240 -1.14 0.65 -0.35 0.0000
C 5.060 -0.163 -1.867 0.03 -0.38 0.80 0.0001
C 3.962 -0.622 -2.860 0.36 0.39 -0.56 0.0004
C 2.625 -1.005 -2.265 0.62 -0.62 0.59 0.0009
C 2.264 0.151 -1.351 -1.22 0.17 -0.57 -0.0043
C 3.217 0.354 -0.184 -0.79 1.54 -1.60 0.0023
N 4.455 0.734 -0.850 1.08 0.22 -0.15 0.0001
O 5.455 1.075 0.148 -0.01 -0.69 -0.40 0.0000
C 2.752 1.627 0.542 0.33 0.10 -0.89 0.0005
C 3.272 -0.765 0.782 0.04 -1.19 0.34 0.0001
C 6.012 0.685 -2.686 -0.15 0.65 0.16 0.0000
H 5.197 -2.301 -1.584 -0.14 -0.34 0.26 0.0000
H 5.724 -1.404 -0.156 0.24 -0.04 0.02 0.0000
H 6.790 -1.666 -1.566 0.23 0.53 -0.06 0.0000
H 3.821 0.202 -3.593 0.04 -0.57 0.28 -0.0001
H 4.462 -1.467 -3.326 -0.25 -0.06 -0.70 0.0000
H 2.800 -1.949 -1.730 -0.25 0.12 0.38 0.0001
H 1.863 -1.293 -3.004 0.17 0.57 -0.03 -0.0001
H 1.230 0.172 -1.005 0.03 -0.46 0.20 0.0046
H 2.324 1.062 -1.970 0.08 -0.11 0.16 -0.0002
H 2.711 2.507 -0.122 -0.09 -0.49 -0.20 -0.0002
H 1.760 1.480 0.946 0.07 -0.03 0.42 -0.0003
H 3.557 1.852 1.216 -0.22 0.18 1.18 0.0000
H 4.130 -0.610 1.415 0.29 -0.05 0.55 0.0000
H 2.367 -0.769 1.375 -0.22 0.04 0.31 0.0001
H 3.349 -1.767 0.346 0.07 0.28 -0.15 0.0001
H 5.452 1.545 -3.094 0.19 -0.29 0.16 0.0000
H 6.398 0.118 -3.530 0.32 -0.07 0.07 0.0000
H 6.789 1.088 -2.037 0.29 -0.17 -0.23 0.0000
H 5.341 2.021 0.270 0.05 0.09 -0.22 0.0000
C -0.069 6.570 1.807 1.31 -0.60 0.58 -0.0001
C 0.583 6.442 0.456 1.03 -0.29 -0.09 -0.0001
C -0.616 6.370 -0.510 0.17 0.59 -0.21 0.0000
C -0.221 6.719 -1.950 -0.49 -0.23 0.12 0.0000
C 0.469 8.053 -1.994 0.39 0.00 0.02 0.0000
C 1.750 8.065 -1.138 0.32 0.22 -0.59 0.0000
N 1.349 7.682 0.221 -0.14 0.42 -0.34 0.0000
O 2.484 7.790 1.125 -0.85 -0.45 -0.70 0.0000
C 2.928 7.198 -1.793 -0.79 1.10 -0.28 -0.0001
C 2.121 9.576 -1.117 1.23 -0.83 0.12 0.0000
C 1.446 5.151 0.309 -0.96 0.59 -0.26 0.0001
H -0.679 5.701 1.959 -0.84 -0.23 0.13 0.0000
H -0.578 7.501 1.806 -0.91 0.66 0.27 0.0000
H 0.630 6.572 2.641 0.38 0.04 0.05 0.0000
H -0.992 5.345 -0.463 -0.24 0.17 0.15 0.0000
H -1.381 7.082 -0.089 0.47 -0.70 -0.81 0.0000
H -1.080 6.798 -2.591 -0.83 -0.10 -0.15 0.0000
H 0.346 5.911 -2.425 0.36 0.11 0.28 0.0000
H -0.208 8.829 -1.579 0.27 -0.41 -0.28 0.0000
H 0.712 8.338 -3.037 0.01 -0.07 0.50 0.0000
H 3.256 7.712 -2.712 0.04 0.28 0.38 0.0000
H 3.765 7.209 -1.089 -0.08 -0.44 -0.16 0.0000
H 2.682 6.206 -2.223 -0.14 0.40 1.15 0.0001
H 2.351 9.888 -2.135 -0.49 0.20 -0.17 0.0000
H 1.337 10.160 -0.641 -0.11 0.01 -0.21 0.0000
H 3.058 9.777 -0.598 -0.01 -0.18 0.36 0.0000
H 1.424 4.958 -0.764 0.29 -0.58 0.07 0.0000
H 0.933 4.356 0.862 0.25 -0.02 -0.35 0.0000
H 2.482 5.244 0.629 -0.09 0.18 0.19 0.0000
H 2.066 8.340 1.791 0.32 0.20 0.34 0.0000
C 0.682 3.082 3.111 -1.82 -0.36 -0.37 0.0004
C 0.560 2.028 4.209 -0.80 0.39 0.82 -0.0003
C 1.436 2.277 5.459 -1.91 -0.39 -0.45 0.0000
C 0.838 3.310 6.390 1.27 0.46 0.30 0.0000
C -0.565 3.046 6.837 -0.82 0.52 -1.68 0.0000
C -1.574 2.917 5.611 1.87 -0.99 1.01 0.0000
N -0.939 1.794 4.745 1.61 1.62 1.96 -0.0002
O -1.845 1.609 3.728 -0.43 0.41 -1.65 0.0032
C -2.873 2.404 6.196 -0.02 -0.38 -0.12 0.0000
C -1.829 4.244 4.905 0.12 0.31 0.57 0.0000
C 0.983 0.728 3.645 -0.08 -0.89 -0.82 0.0019
H 0.649 4.079 3.530 0.14 0.32 -0.26 0.0001
H -0.196 2.910 2.446 0.15 0.56 0.31 -0.0001
H 1.448 2.952 2.349 0.64 -0.12 0.82 0.0001
H 1.365 1.273 5.928 0.85 0.61 0.24 0.0000
H 2.430 2.605 5.140 0.01 -0.55 0.12 0.0000
H 1.007 4.312 5.981 -0.31 0.01 -0.05 0.0000
H 1.448 3.266 7.286 0.30 0.29 0.32 0.0000
H -0.917 3.869 7.458 -0.05 -0.05 0.18 0.0000
H -0.515 2.136 7.428 -0.56 -0.27 0.00 0.0000
H -2.655 1.441 6.640 -0.13 -0.39 0.09 0.0000
H -3.258 3.035 7.001 0.16 0.21 -0.22 0.0000
H -3.642 2.284 5.438 -0.10 0.13 -0.01 0.0000
H -0.936 4.799 4.674 0.48 -0.04 -0.39 0.0000
H -2.478 4.193 4.029 -0.02 -0.10 -0.03 0.0000
H -2.325 4.896 5.626 -0.34 -0.10 -0.01 0.0000
H 0.342 0.529 2.784 0.27 -0.34 -0.27 -0.0011
H 0.923 -0.101 4.347 -0.16 -0.01 0.15 0.0000
H 2.020 0.812 3.311 -0.08 -0.09 -0.14 0.0000
H -1.905 2.478 3.275 -0.39 -0.52 -0.46 0.0000
C -3.588 2.645 -3.361 -0.12 0.57 -0.37 0.0015
C -3.650 1.523 -4.365 -0.28 -1.07 0.29 -0.0143
C -2.183 1.176 -4.735 -1.80 -0.75 -1.25 0.0062
C -1.951 -0.239 -5.261 0.45 -0.04 0.48 0.0039
C -2.454 -1.233 -4.235 -0.28 -0.05 -0.71 0.0028
C -3.931 -1.104 -4.004 -0.93 -0.07 1.03 -0.0287
N -4.182 0.322 -3.540 -0.68 -0.38 0.26 0.0707
O -5.596 0.434 -3.210 0.86 0.52 -0.37 -0.0035
C -4.774 -1.545 -5.187 -0.01 -0.04 -0.15 0.0011
C -4.275 -1.959 -2.741 -0.95 0.74 -0.84 0.1161
C -4.557 1.960 -5.532 -0.44 -0.55 -0.21 0.0013
H -2.767 2.424 -2.666 -0.40 0.33 0.16 -0.0023
H -4.564 2.755 -2.854 0.64 0.28 -0.14 0.0017
H -3.312 3.540 -3.951 -0.23 -0.10 0.67 -0.0007
H -1.835 1.823 -5.539 0.10 0.62 0.52 -0.0003
H -1.659 1.246 -3.801 0.80 0.27 0.14 -0.0069
H -0.877 -0.251 -5.251 0.76 -0.58 -0.26 -0.0002
H -2.238 -0.468 -6.297 -0.32 0.34 0.28 -0.0001
H -2.032 -0.992 -3.273 0.80 -0.26 0.01 0.0013
H -2.281 -2.280 -4.499 0.30 0.08 0.03 -0.0015
H -4.656 -2.616 -5.279 0.03 -0.42 0.05 0.0002
H -5.860 -1.395 -5.039 0.55 0.22 -0.29 0.0003
H -4.370 -1.151 -6.130 -0.55 0.23 0.25 0.0003
H -5.279 -1.702 -2.376 0.12 -0.67 -0.41 0.0007
H -4.130 -3.030 -2.910 -0.10 0.25 0.12 0.0021
H -3.639 -1.708 -1.886 0.77 -0.67 0.25 -0.0592
H -3.992 2.760 -6.028 -0.48 -0.01 0.12 0.0003
H -5.541 2.338 -5.144 0.95 -0.10 -0.39 0.0000
H -4.783 1.207 -6.328 0.36 0.31 0.79 0.0000
H -6.107 0.427 -4.035 0.22 0.02 -0.08 0.0021
C 2.086 5.735 -7.355 -0.09 0.90 -0.28 0.0000
C 3.002 4.610 -6.981 0.11 -1.13 0.60 0.0000
C 3.933 5.009 -5.826 -1.66 -0.22 0.20 0.0000
C 3.257 5.251 -4.470 0.63 -0.08 -0.09 0.0000
C 2.598 3.956 -4.091 0.38 -0.58 0.84 -0.0003
C 1.637 3.466 -5.142 0.20 -1.44 -1.69 0.0001
N 2.347 3.387 -6.496 0.09 -0.50 1.66 0.0000
O 1.468 2.776 -7.438 -0.19 0.99 -0.11 0.0000
C 1.283 2.015 -4.779 1.03 0.27 0.41 0.0000
C 0.360 4.253 -5.209 -0.61 0.49 0.23 0.0001
C 3.898 4.222 -8.145 0.68 -0.88 0.99 0.0000
H 2.591 6.402 -8.070 -0.21 -0.12 0.17 0.0000
H 1.800 6.333 -6.492 -0.10 0.03 0.00 0.0000
H 1.189 5.349 -7.814 -0.31 -0.05 -0.30 0.0000
H 4.603 4.168 -5.624 0.52 0.45 -0.48 0.0000
H 4.325 5.920 -6.201 1.37 0.76 0.00 0.0000
H 2.537 6.079 -4.390 0.46 -0.03 -0.37 0.0000
H 4.119 5.433 -3.810 -0.57 0.29 0.21 0.0000
H 2.050 3.982 -3.133 0.11 0.25 -0.19 0.0002
H 3.399 3.200 -3.923 -0.46 0.24 -0.27 0.0000
H 0.791 2.021 -3.796 -0.04 -0.22 -0.29 0.0005
H 0.678 1.545 -5.547 -0.17 -0.08 0.08 0.0001
H 2.251 1.498 -4.674 -0.51 -0.21 -0.10 0.0000
H 0.511 5.289 -4.904 -0.11 0.17 -0.33 0.0000
H -0.109 4.186 -6.204 0.12 0.07 0.47 0.0000
H -0.304 3.826 -4.457 -0.37 0.08 -0.06 0.0000
H 4.704 4.944 -8.226 -0.28 0.57 -0.73 0.0000
H 3.338 3.984 -9.042 0.18 0.25 -0.29 0.0000
H 4.470 3.344 -7.807 -0.40 -0.18 -0.31 0.0000
H 1.919 1.961 -7.655 0.19 -0.25 -0.07 0.0000
C 3.119 -3.750 3.242 0.51 -0.66 0.21 0.0000
C 3.623 -4.930 2.364 0.72 0.19 1.44 0.0000
C 5.162 -5.106 2.396 -0.42 -0.09 0.97 0.0000
C 5.650 -5.620 3.756 -0.36 0.01 -0.73 0.0000
C 4.947 -6.933 4.067 0.60 -0.58 -0.28 0.0000
C 3.417 -6.921 4.069 0.48 -0.04 -1.14 0.0000
N 3.063 -6.274 2.760 0.40 0.08 -0.27 0.0000
O 1.649 -6.309 2.525 0.37 0.26 0.30 0.0000
C 2.975 -8.398 4.027 -0.74 0.63 -0.70 0.0000
C 2.821 -6.304 5.317 -0.07 0.79 -0.11 0.0000
C 3.336 -4.622 0.941 -1.33 -0.08 -0.90 0.0000
H 3.568 -3.869 4.221 -0.15 0.12 0.39 0.0000
H 2.034 -3.803 3.349 0.01 0.13 -0.11 -0.0001
H 3.436 -2.758 2.897 -0.18 -0.32 -0.31 0.0000
H 5.338 -5.829 1.592 0.52 0.14 0.15 0.0000
H 5.671 -4.152 2.217 -0.26 -0.10 -0.42 0.0000
H 5.374 -4.837 4.492 0.65 -0.51 -0.09 0.0000
H 6.744 -5.791 3.669 -0.58 0.30 0.54 0.0000
H 5.299 -7.328 5.013 -0.03 -0.09 0.40 0.0000
H 5.251 -7.694 3.312 -0.08 0.53 0.30 0.0000
H 1.867 -8.380 3.982 0.58 -0.49 0.15 0.0000
H 3.378 -8.878 3.138 -0.17 0.02 -0.22 0.0000
H 3.354 -8.975 4.872 -0.20 0.28 0.22 0.0000
H 3.423 -5.494 5.709 0.48 -0.01 0.26 0.0000
H 1.886 -5.786 5.091 -0.33 -0.63 0.11 0.0000
H 2.733 -7.103 6.052 -0.32 0.37 0.24 0.0000
H 4.003 -3.824 0.581 -0.33 -0.32 0.05 0.0000
H 2.281 -4.348 0.810 0.27 0.28 -0.13 0.0000
H 3.459 -5.530 0.353 0.34 -0.04 -0.28 0.0000
H 1.642 -6.590 1.603 -0.41 -0.02 -0.03 0.0000
C -4.735 -0.426 4.975 1.19 -0.12 0.50 0.0003
C -3.976 -1.740 5.143 -0.57 -1.09 -0.25 -0.0002
C -4.961 -2.836 4.690 0.07 0.02 0.74 -0.0001
C -4.341 -4.214 4.574 -0.28 0.03 -0.43 0.0000
C -3.275 -4.193 3.500 0.56 0.90 -1.32 -0.0002
C -2.125 -3.182 3.779 0.06 -0.63 0.97 -0.0001
N -2.747 -1.856 4.293 1.18 0.99 -1.38 -0.0002
O -1.676 -1.065 4.846 -0.28 0.21 -0.50 0.0013
C -1.132 -3.777 4.809 -0.16 0.41 0.37 0.0003
C -1.304 -2.867 2.514 -0.56 0.31 0.63 0.0041
C -3.583 -1.838 6.617 0.43 0.19 -0.46 0.0001
H -4.991 -0.250 3.939 -0.22 0.19 -0.22 -0.0002
H -4.136 0.386 5.408 -0.46 -0.12 -0.35 0.0000
H -5.628 -0.587 5.577 -0.20 0.45 -0.16 0.0000
H -5.777 -2.875 5.436 0.32 0.14 -0.27 0.0000
H -5.438 -2.584 3.730 0.34 0.05 0.37 0.0001
H -5.172 -4.783 4.178 -0.04 -0.83 0.18 0.0000
H -4.005 -4.642 5.530 -0.08 0.16 -0.26 0.0000
H -3.721 -3.835 2.543 -0.15 -0.24 0.56 0.0002
H -2.860 -5.180 3.232 0.04 0.34 0.44 0.0000
H -0.716 -4.723 4.456 -0.06 0.12 -0.29 -0.0001
H -0.299 -3.075 4.962 -0.18 -0.34 0.04 0.0001
H -1.596 -4.010 5.776 0.01 0.17 -0.14 0.0000
H -0.617 -2.020 2.677 0.05 -0.40 0.13 -0.0031
H -0.749 -3.748 2.194 0.07 0.11 0.00 -0.0004
H -2.004 -2.590 1.737 -0.19 -0.08 -0.62 -0.0006
H -4.463 -1.821 7.236 -0.29 -0.15 0.29 0.0000
H -3.010 -0.944 6.824 -0.04 0.35 0.45 0.0000
H -2.932 -2.666 6.871 -0.18 -0.49 0.02 0.0000
H -1.472 -1.360 5.740 -0.06 -0.32 0.20 0.0000
C -0.127 -4.767 -3.614 0.75 -0.88 0.13 0.0001
C -0.879 -4.961 -2.299 1.53 -2.16 -0.15 -0.0003
C -2.213 -5.547 -2.705 -0.28 1.41 -0.33 0.0013
C -2.964 -6.165 -1.584 -1.10 -0.41 -0.17 0.0001
C -2.177 -7.382 -1.209 -0.30 -0.83 0.58 0.0000
C -0.887 -6.998 -0.531 0.35 2.06 0.42 0.0000
N -0.133 -6.056 -1.494 -2.00 -1.22 -0.77 0.0000
O 1.020 -5.591 -0.883 0.46 0.49 0.41 0.0000
C -1.134 -6.343 0.857 -0.74 1.10 -0.92 -0.0002
C -0.125 -8.248 -0.315 0.71 -1.08 -0.48 0.0000
C -1.032 -3.694 -1.584 -0.38 0.88 1.39 -0.0002
H 0.947 -4.526 -3.507 -0.57 0.15 0.05 0.0000
H -0.638 -4.068 -4.260 -0.02 0.56 -0.02 -0.0001
H -0.213 -5.725 -4.119 0.43 -0.15 -0.24 0.0000
H -2.751 -4.669 -3.095 -0.08 -0.37 -0.32 -0.0009
H -2.049 -6.274 -3.493 -0.22 -0.08 -0.21 0.0000
H -3.972 -6.439 -1.913 0.06 -0.03 -0.02 0.0001
H -3.125 -5.464 -0.757 0.15 -0.19 -0.07 -0.0001
H -1.922 -8.000 -2.091 -0.24 0.40 0.13 0.0000
H -2.726 -8.063 -0.541 0.07 0.26 0.00 0.0000
H -0.506 -5.461 1.013 0.25 -0.41 0.00 0.0001
H -2.154 -5.947 0.859 -0.01 -0.06 0.27 0.0000
H -1.043 -7.026 1.684 0.20 -0.33 0.29 0.0000
H -0.020 -8.709 -1.287 0.51 -0.33 -0.32 0.0000
H 0.849 -8.138 0.154 0.16 0.14 0.02 0.0000
H -0.692 -8.968 0.277 -0.09 0.22 0.20 0.0000
H -1.177 -2.860 -2.269 -0.60 -0.01 0.07 -0.0009
H -0.119 -3.426 -1.082 0.44 -0.01 0.50 -0.0009
H -1.840 -3.828 -0.833 0.37 0.71 -0.32 -0.0005
H 1.713 -6.137 -1.265 0.18 0.10 -0.09 0.0000